ORCA calculation (the ωB97M-V functional and the def2-TZVPD basis) on a 2-piece molecular cluster, C20H30N2O3 overall at a distorted geometry.

Calculated values
* E_HOMO: -7.8 eV
* Kohn-Sham gap: 8.434 eV
* LUMO level: 0.02253 Eh
* ΔE to the lowest compared entry with this formula, charge and spin: 24.071 eV
* total energy: -1114.50438 Eh

```
! wB97M-V def2-TZVPD RIJCOSX def2/J DEFGRID3
* xyz 0 1
C -3.62340 -1.71699 1.94086
C -3.75995 -1.37790 0.41121
C -4.23810 -2.25482 -0.47421
C -4.58591 -2.10647 -1.80721
C -4.38161 -0.97974 -2.42554
C -3.98732 0.09238 -1.37351
C -3.76513 -0.21288 0.08251
C -3.17792 1.05585 0.65488
H -3.71627 1.97343 0.36647
H -3.38181 0.80972 1.81018
C -1.68276 1.48714 0.69720
C -1.10109 1.36623 1.98251
H -1.36157 1.92599 2.55536
C 0.55361 1.41175 2.10267
H 0.86224 2.29190 1.61215
H 0.84657 1.12613 3.19909
C 1.13809 0.09651 1.17694
N 0.46629 0.34817 -0.10218
C 1.15195 1.12500 -1.31955
O 0.34029 1.36398 -2.11262
C 2.49594 1.25667 -1.33133
C 3.20193 0.04989 -1.29710
N 4.64270 0.21680 -0.81460
C 5.52797 -0.89356 -1.04807
H 5.49191 -1.04900 -2.51122
H 6.67815 -0.52595 -1.05268
C 5.30325 -2.28392 -0.25235
H 4.59625 -2.62248 -0.70695
H 6.10801 -2.69543 0.11828
C 4.74564 -1.38285 1.02420
H 5.39655 -1.22546 1.76179
O 4.53124 -0.00734 0.41686
H 3.77447 -1.71285 1.28736
H 3.41570 -0.36337 -2.54194
H 2.73705 -0.95633 -1.00794
H 2.81420 2.15971 -2.00961
H 2.89010 1.72021 -0.47454
C -0.93207 0.21591 0.11189
H -1.31684 0.24102 -1.16397
H -1.24304 -0.65906 0.37782
H 2.26686 0.26073 1.23816
H 0.70422 -0.66540 1.74086
H -1.39790 0.30479 2.61615
C -1.44064 2.52740 0.04228
O -1.98259 2.80875 -1.36535
H -1.09663 2.21168 -1.88601
H -1.84487 3.32021 0.63530
H -0.19213 2.77734 0.07625
H -3.71817 1.26771 -1.90325
H -4.72700 -0.50973 -3.26208
H -4.98929 -2.80342 -2.47808
H -4.56170 -3.29576 -0.11544
H -3.70088 -2.70726 1.93301
H -4.25082 -1.20977 2.60656
H -2.52374 -1.59528 2.25855
*
```

Here are the Mulliken charges for atoms 1 to 5, given in e: atom 1 (C): -1.52, atom 2 (C): 1.54, atom 3 (C): -0.37, atom 4 (C): -0.62, atom 5 (C): -0.97

=====

ORCA calculation (the ωB97M-V functional and the def2-TZVPD basis) on one molecule with the formula C20H30N2O4P2 at a distorted geometry.

Calculated values
* E_HOMO: -7.7 eV
* SMILES string: CCc1ccc2c(c1P(C)CC)C(=O)C([PH2]=N)=C(OCCNC[C@H](C)O)C2=O
* Kohn-Sham gap: 7.061 eV
* LUMO level: -0.02465 Eh
* total energy: -1873.16844 Eh

```
! wB97M-V def2-TZVPD RIJCOSX def2/J DEFGRID3
* xyz 0 1
C 0.46540 -2.86969 -2.63623
C 1.11286 -3.68403 -1.49220
C 1.01521 -2.95371 -0.17502
C 0.05754 -3.42268 0.73030
C -0.21903 -2.75773 1.91983
C 0.49247 -1.60583 2.19919
C 1.51064 -1.15310 1.35210
C 1.79728 -1.81128 0.13135
P 3.09872 -1.02037 -0.91818
C 3.70248 -2.21537 -2.18818
C 2.07133 0.23675 -1.84133
C 2.32264 0.28330 -3.34625
C 2.22494 0.08852 1.83918
O 3.40770 0.23746 1.85539
C 1.29097 1.11433 2.37807
P 1.49226 2.85086 1.92736
N 2.07220 3.03600 0.47813
C 0.29172 0.67274 3.14548
O -0.61249 1.51963 3.68553
C -1.95624 1.22894 3.25285
C -2.13092 1.30658 1.75129
N -2.58338 2.61776 1.31278
C -2.40393 2.87026 -0.09857
C -3.34436 2.16543 -1.10490
C -4.58256 1.50893 -0.51210
O -2.62298 1.17918 -1.85719
C 0.17136 -0.79995 3.39588
O -0.14678 -1.25033 4.45915
H 0.15629 -1.88678 -2.29621
H -0.43529 -3.37596 -2.97102
H 1.09813 -2.76707 -3.51100
H 0.52326 -4.58836 -1.38040
H 2.11759 -4.01221 -1.72184
H -0.51986 -4.30206 0.48604
H -0.98206 -3.09472 2.60328
H 4.08500 -3.11139 -1.71686
H 2.97699 -2.45032 -2.95833
H 4.53507 -1.71877 -2.67460
H 1.01565 0.04835 -1.64979
H 2.28702 1.19366 -1.37709
H 2.05114 -0.66005 -3.81009
H 3.36950 0.48656 -3.54934
H 1.69502 1.05503 -3.77960
H 2.25548 3.44489 2.94800
H 0.17971 3.33859 1.99720
H 2.95125 3.53603 0.47285
H -2.25647 0.25722 3.64326
H -2.58250 1.97386 3.73044
H -1.22021 1.08180 1.20206
H -2.84248 0.52157 1.46615
H -3.51603 2.82281 1.63586
H -1.39506 2.55966 -0.36341
H -2.43450 3.93951 -0.28790
H -3.69695 2.92547 -1.80163
H -5.34000 1.43960 -1.28900
H -5.02715 2.06762 0.30569
H -4.36821 0.48973 -0.21171
H -2.67537 1.41315 -2.78473
*
```

Here are the Mulliken charges for atoms 1 to 5, given in e: atom 1 (C): -1.00, atom 2 (C): -1.01, atom 3 (C): 1.49, atom 4 (C): -1.02, atom 5 (C): -1.31

=====

ORCA calculation (the ωB97M-V functional and the def2-TZVPD basis) on a 3-piece molecular cluster, C20H30N2O6S2 overall.

Calculated values
* E_HOMO: -9.2 eV
* SMILES string: CCOCCOc1ccc2nccnc2c1.O=S1(=O)CCCC1.O=S1(=O)CCCC1
* Kohn-Sham gap: 8.725 eV
* LUMO level: -0.01599 Eh
* total energy: -2137.36716 Eh

```
! wB97M-V def2-TZVPD RIJCOSX def2/J DEFGRID3
* xyz 0 1
C 4.42163 -0.68761 -2.63754
C 3.27456 -0.53044 -1.63707
O 2.91327 0.82796 -1.44782
C 1.80157 1.24327 -2.21867
C 0.51719 0.75584 -1.57451
O -0.58057 1.54995 -2.04350
C -1.79196 0.89929 -2.00548
C -2.51822 0.75872 -3.20327
C -3.71947 0.09020 -3.18640
C -4.24003 -0.46791 -1.99807
N -5.42306 -1.14529 -2.03780
C -5.79931 -1.64754 -0.89787
C -5.05985 -1.50789 0.29437
N -3.94388 -0.84216 0.37468
C -3.51382 -0.30464 -0.80480
C -2.29094 0.39704 -0.82705
H 5.08957 0.16032 -2.55187
H 4.92873 -1.62209 -2.42325
H 4.01220 -0.74874 -3.63995
H 3.56748 -0.91910 -0.66666
H 2.43886 -1.14350 -1.97393
H 1.80633 2.32758 -2.26940
H 1.89902 0.87695 -3.24121
H 0.63341 0.81055 -0.49446
H 0.33960 -0.27441 -1.86936
H -2.12551 1.15782 -4.12375
H -4.28010 -0.04583 -4.09708
H -6.72685 -2.20013 -0.86841
H -5.43354 -1.97406 1.19513
H -1.75680 0.51215 0.10023
O -2.26004 -5.63548 0.42645
S -1.19152 -4.80899 0.92832
O -0.01794 -4.55026 0.13199
C -1.88404 -3.26340 1.49955
C -2.23982 -3.52663 2.95824
C -1.05610 -4.30932 3.54475
C -0.70272 -5.42135 2.54802
H -2.73526 -3.00109 0.88313
H -1.10866 -2.50307 1.41021
H -2.41839 -2.59685 3.49592
H -3.14865 -4.13024 3.01618
H -0.20297 -3.63950 3.66773
H -1.29047 -4.72322 4.52427
H 0.36078 -5.64412 2.52889
H -1.26813 -6.33175 2.73643
O 4.64230 3.30182 2.39061
S 3.25996 3.70581 2.39570
O 2.38250 3.33338 3.47620
C 3.18280 5.47727 2.14412
C 3.12645 5.63846 0.62840
C 2.14759 4.56657 0.12925
C 2.51777 3.24953 0.82382
H 4.05115 5.94116 2.60554
H 2.26914 5.83505 2.61770
H 2.80788 6.64103 0.34685
H 4.11584 5.46646 0.19944
H 1.12788 4.85208 0.39560
H 2.18474 4.45971 -0.95394
H 1.65041 2.62375 1.01722
H 3.25804 2.68687 0.25814
*
```

Here are the Mulliken charges for atoms 1 to 5, given in e: atom 1 (C): -1.24, atom 2 (C): -0.24, atom 3 (O): -0.28, atom 4 (C): -0.74, atom 5 (C): -0.13

=====

ORCA calculation (the ωB97M-V functional and the def2-TZVPD basis) on C20H30N2O8P2RuS3 as an isolated structure at a distorted geometry.

Calculated values
* E_HOMO (alpha / beta): -4.7 / -4.6 eV
* expectation value of S²: 0.757
* Kohn-Sham gap (alpha / beta): 7.144 / 6.907 eV
* LUMO level (alpha / beta): 0.08940 / 0.08407 Eh
* ΔE to the lowest compared entry with this formula, charge and spin: 1.483 eV
* total energy: -3464.09944 Eh

```
! wB97M-V def2-TZVPD RIJCOSX def2/J DEFGRID3
* xyz -1 2
Ru 0.46031 -0.91179 1.36706
C -2.77686 -1.10088 1.32421
N -1.68719 -0.37406 0.62837
C -1.68277 -0.72031 -0.80524
C -1.20682 -2.14756 -0.96792
N 0.21586 -2.24864 -0.59825
C 1.04559 -1.79410 -1.73288
C 0.50018 -3.62613 -0.20058
C 0.95968 -4.57003 -1.11009
C 1.16268 -5.88130 -0.70952
C 0.89507 -6.24681 0.60276
C 0.43284 -5.31093 1.50656
C 0.22358 -3.98654 1.12310
S -0.37659 -2.82546 2.30008
C -1.96594 1.04080 0.86683
C -3.01864 1.68206 0.22994
C -3.35719 2.98121 0.57392
C -2.63690 3.63040 1.57157
C -1.58894 2.99384 2.20686
C -1.24279 1.67827 1.87089
S 0.04628 0.86760 2.69700
H -3.72630 -0.88798 0.82001
H -2.82258 -0.74060 2.35061
H -2.58319 -2.16572 1.35529
H -1.01912 -0.02958 -1.32907
H -2.68500 -0.61700 -1.23812
H -1.34559 -2.47653 -2.00506
H -1.77376 -2.82461 -0.33282
H 0.73439 -2.29573 -2.65601
H 2.08715 -2.01956 -1.52649
H 0.93749 -0.72168 -1.86935
H 1.16746 -4.28395 -2.13122
H 1.53371 -6.61037 -1.41842
H 1.07746 -7.26242 0.93224
H 0.26182 -5.57981 2.54068
H -3.58218 1.16626 -0.53764
H -4.17218 3.48227 0.06744
H -2.89145 4.64641 1.84963
H -1.02152 3.50298 2.97576
O 4.58408 -1.48529 2.46638
P 3.09277 -1.91360 2.08749
O 2.93823 -3.36266 2.17494
O 2.06047 -0.95046 2.74092
O 2.97052 -1.36444 0.54656
P 2.91741 0.23628 0.12489
O 3.44122 1.00868 1.43964
O 3.83368 0.47733 -0.99206
O 1.41739 0.50571 0.00522
H 4.73002 -0.54184 2.30398
H 2.87636 0.75658 2.19724
C -2.07291 3.72601 -2.93512
C -0.95976 4.06630 -1.96025
S 0.01534 2.57198 -1.56894
O 0.13910 1.81350 -2.85565
C 1.59927 3.37130 -1.27866
C 1.60471 4.10067 0.05551
H -2.59537 4.63581 -3.23491
H -2.79907 3.04865 -2.48189
H -1.66738 3.23489 -3.81834
H -1.37034 4.41501 -1.01163
H -0.29484 4.83161 -2.36779
H 1.79801 4.01676 -2.13752
H 2.31819 2.55240 -1.28416
H 0.89279 4.92855 0.07556
H 2.59850 4.50138 0.25562
H 1.35356 3.40686 0.86079
*
```

Here are the Mulliken charges for atoms 1 to 5, given in e: atom 1 (Ru): 0.17, atom 2 (C): -1.61, atom 3 (N): 1.71, atom 4 (C): -0.08, atom 5 (C): -1.83

=====

Number 1 is which compound?
C20H30N2O3